DFT (wB97M-V/def2-TZVPD) results for an isolated molecule of C24H23ClN4O2S at a distorted geometry.

The geometry in XYZ format:
```
55
Properties=species:S:1:pos:R:3:forces:R:3
C -5.69714 -2.87319 3.11887 -0.247 -0.039 0.026
C -1.48487 0.20174 3.26978 -0.305 0.123 0.015
H 0.87832 2.65285 -0.31933 -0.156 0.119 0.061
H 1.83221 6.14358 -3.01982 -0.038 0.081 0.002
H 3.16451 -2.41250 -2.87106 0.037 0.019 -0.028
C 3.51116 5.55340 -4.20857 -0.069 -0.207 0.119
N -1.66306 -2.20253 2.81172 -0.008 -0.236 0.081
H -1.47087 -1.43686 4.71406 -0.056 0.001 0.014
C -2.64442 -2.10833 -0.78125 -0.091 -0.027 -0.154
S 1.60719 -0.90743 -0.13058 0.063 0.211 -0.078
C -0.22188 0.82062 1.32086 -0.262 0.300 0.112
O -0.99873 1.75054 1.15004 0.036 0.099 -0.043
C 2.49421 5.33658 -3.29261 0.074 0.153 -0.098
C 2.33486 4.08172 -2.73743 0.187 -0.253 -0.069
C 4.36634 4.52517 -4.57712 -0.039 0.110 -0.015
H 4.85297 2.46036 -4.29066 0.091 -0.043 -0.049
H 0.80147 -0.85084 3.88051 0.066 -0.037 -0.105
C 3.03283 1.71048 -2.52079 -0.041 -0.878 0.305
C 3.18672 3.03593 -3.08935 0.155 0.486 -0.312
C -4.00685 -2.28947 -0.67891 0.078 0.003 -0.077
H 1.53421 3.91290 -2.03607 -0.099 -0.003 0.077
C -2.42161 -2.20090 1.63014 -0.203 -0.099 -0.048
H -6.32351 -2.04661 2.76636 0.030 -0.051 -0.004
H -4.62720 -2.31809 -1.56155 -0.053 -0.002 -0.072
H 0.05680 -3.02614 3.59962 0.088 0.019 -0.108
H -5.65309 -2.59316 0.63393 -0.089 -0.020 0.062
C 0.53004 -1.05141 2.83630 0.126 -0.238 0.024
H 0.02619 -2.94121 1.83683 -0.001 -0.011 0.032
H -0.80767 -1.89991 0.25640 0.030 0.000 0.026
C -4.58741 -2.44033 0.57136 -0.154 -0.001 0.158
H -2.17768 -1.98823 -1.74724 0.046 0.016 -0.082
N -0.33332 0.01601 2.40247 -0.101 -0.073 0.111
C -1.86793 -2.06149 0.36369 -0.028 0.018 0.159
C 2.20741 1.27359 -1.44749 0.366 -0.949 -0.149
C 0.85140 0.62894 0.32241 0.431 -0.046 -0.486
H 1.44934 -1.07716 2.25654 -0.012 0.047 0.189
O -4.32864 -2.58520 2.98214 0.435 0.033 -0.284
H -3.04260 -1.14205 3.96099 0.134 0.045 0.102
H 4.50341 -2.08008 -1.75102 0.013 0.011 -0.046
Cl 3.71413 7.12352 -4.90375 0.024 0.185 -0.081
C -1.97100 -1.16972 3.77870 -0.007 0.244 0.089
H -5.86018 -3.01531 4.18654 -0.045 0.000 -0.085
N 3.37734 -0.41859 -2.30950 -0.402 0.260 0.411
C -3.81658 -2.40995 1.72151 -0.024 0.017 0.081
C -0.23085 -2.39992 2.74578 0.147 -0.044 0.103
C 3.94768 -1.69790 -2.61001 0.140 -0.343 -0.048
H -5.97224 -3.78992 2.58748 0.011 0.045 0.006
H -2.25508 0.69754 2.67500 0.094 -0.062 0.151
H -1.22231 0.85713 4.10950 -0.077 0.024 -0.040
C 1.26323 1.66130 -0.46883 -0.182 -0.158 0.370
C 2.47562 -0.09986 -1.36745 -0.233 0.545 0.050
C 4.20122 3.27500 -4.01828 -0.154 0.003 0.144
H 4.62134 -1.56751 -3.45369 -0.049 -0.022 0.063
H 5.15130 4.70805 -5.29425 0.059 0.039 -0.058
N 3.71328 0.67488 -3.00294 0.261 0.583 -0.525
```
Positions in Å, forces in eV/Å.

## Properties
Structure (SMILES): COc1ccccc1N1CCN(C(=O)c2cc3c(-c4ccc(Cl)cc4)nn(C)c3s2)CC1
LUMO energy in eV: 0.377
E_tot in eV: -58673.80633
E_HOMO in eV: -7.747

---

DFT (wB97M-V/def2-TZVPD) results for a cluster of 3 separate species, C24H23F17N2O5 in total at a distorted geometry.

The geometry in XYZ format:
```
71
Properties=species:S:1:pos:R:3:forces:R:3
C -0.47237 3.34129 -1.74252 0.174 -0.067 0.055
C -1.63090 -7.34915 -0.80364 -0.141 -0.065 -0.075
F 0.65138 -7.84914 -0.40727 0.001 -0.061 -0.023
C -2.58327 2.86114 -2.91148 -0.173 -0.271 0.046
H 1.87651 1.07356 -0.80424 -0.023 -0.137 0.234
F -2.83443 -7.93338 -0.59029 -0.116 0.024 -0.078
F 1.46768 6.01238 3.78548 0.036 0.014 -0.039
F 0.83489 3.74713 2.42181 0.014 0.029 0.060
F -1.60419 2.58749 4.64224 -0.029 -0.092 0.028
C 0.70831 2.89616 -0.88838 0.101 0.239 -0.072
C -4.09402 1.07360 -2.45797 0.088 -0.167 0.084
O 1.36717 -1.73593 -3.19718 -0.520 -0.045 0.203
C -3.37769 -0.46324 -0.50135 -0.158 0.438 0.420
H -0.10795 3.58853 -2.73589 0.007 0.067 -0.216
C 1.27555 1.24924 -2.83416 0.329 -0.125 -0.414
H 0.42246 -4.13666 -2.82414 0.069 0.041 -0.005
N 2.30673 0.33102 -3.36711 0.101 -0.146 0.628
F 0.21692 -3.18898 -0.45851 -0.064 -0.029 -0.043
F -1.29891 3.38285 2.11444 0.022 0.007 0.014
O 1.37364 4.08764 5.82011 -0.254 0.360 -0.253
F 2.87557 3.56320 4.22202 -0.063 -0.010 0.008
C -0.22463 3.04362 2.86945 -0.041 -0.177 -0.208
F 0.88138 -5.14016 0.28636 -0.039 0.045 -0.056
F -0.65793 -9.45951 -1.11513 0.047 -0.008 0.036
C -1.29433 -4.94145 -0.62490 -0.479 0.257 -0.097
C 0.54487 3.03541 5.37628 0.062 -0.470 0.361
F 3.51818 4.41590 6.11643 0.093 -0.110 0.035
H -0.83354 4.28821 -1.34622 -0.121 0.118 0.173
H -0.03484 1.97419 2.73710 0.038 0.016 0.019
O -3.96671 -1.49581 -0.58618 -0.465 -0.407 0.053
C -1.42457 0.54146 -0.08288 -1.070 0.027 0.317
H 1.14930 2.02741 -3.57902 -0.319 0.091 -0.163
H 3.86986 -0.56846 -1.51033 0.112 0.104 0.164
H 1.12315 2.15818 5.08430 0.011 0.063 -0.182
C 0.90082 -4.72421 -2.03834 0.127 0.084 -0.060
H 3.22876 0.71797 -3.21464 0.007 0.124 0.132
C 2.53245 4.43123 5.19072 0.106 -0.065 0.077
C -3.23855 0.63736 -1.47334 -0.177 0.353 -0.345
F 0.92170 -6.03103 -2.38246 -0.041 0.026 -0.019
O -1.59377 -6.20592 -0.06729 0.476 -0.018 0.149
C -3.76540 2.19438 -3.19176 0.304 0.272 0.012
C 2.48339 5.86875 4.65776 0.019 0.026 0.025
H -4.42902 2.55120 -3.96256 -0.118 -0.005 -0.071
H -0.79711 -8.64809 0.71148 0.011 -0.008 -0.005
F -0.90795 4.65694 4.44447 0.000 -0.041 0.003
F 2.18414 -4.31787 -1.89473 -0.052 -0.075 0.016
F -5.24639 0.44988 -2.69317 -0.104 -0.122 -0.007
F -1.52085 -7.12590 -2.12476 -0.011 0.047 0.045
H -0.02286 2.75811 6.26232 -0.012 0.003 0.021
C -2.04106 1.31132 -1.21559 0.096 0.327 -0.025
H -2.34122 3.74678 -3.47790 0.005 0.128 -0.120
H 1.28106 3.79786 -0.69085 0.043 0.198 0.067
O -0.29655 0.28692 0.20089 0.786 0.328 0.266
C -0.58848 -8.36607 -0.32219 0.007 -0.044 0.024
H 2.86741 -1.98505 -1.11474 0.005 -0.173 0.138
C 2.24889 -0.98628 -2.85856 -0.017 0.290 -0.484
C -0.52823 3.36804 4.33219 0.018 0.329 0.014
H 4.03302 -2.05391 -2.44167 0.073 -0.211 0.025
H 2.64172 2.36314 -1.68138 0.153 0.139 0.025
C 0.18220 -4.53651 -0.70101 0.135 -0.144 0.238
C 1.68288 1.87699 -1.50502 0.014 -0.249 -0.112
H -1.79717 -4.78801 -1.57963 0.143 -0.084 -0.108
H 2.35693 6.56789 5.48629 -0.001 0.009 -0.015
C 3.33019 -1.41762 -1.91070 0.250 0.127 -0.254
H 0.35543 2.58590 0.08605 -0.019 -0.251 0.073
H -1.73718 -4.23848 0.07382 -0.040 0.069 0.080
C -1.67898 2.45411 -1.92233 0.037 -0.246 -0.098
F 3.64498 6.12515 4.01656 -0.021 0.057 -0.023
N -2.54007 -0.08428 0.58747 1.071 -0.947 -0.982
H -2.19692 -0.92272 1.05493 -0.205 0.182 0.368
H 0.36851 0.66437 -2.74756 -0.296 0.013 -0.082
```
Positions in Å, forces in eV/Å.

## Properties
Structure (SMILES): CC(=O)NCCCCc1ccc(F)c2c1C(=O)NC2=O.FC(F)C(F)(F)COC(F)(F)C(F)F.FC(F)C(F)(F)COC(F)(F)C(F)F
LUMO energy in eV: -0.443
E_tot in eV: -84676.77212
E_HOMO in eV: -9.615

---

DFT (wB97M-V/def2-TZVPD) results for a structure of composition C24H23F6N8O9RuS5 at a distorted geometry.

The geometry in XYZ format:
```
76
Properties=species:S:1:pos:R:3:forces:R:3
F -4.80158 0.30430 -2.13284 -0.013 0.033 0.098
C -0.96565 -5.81352 -0.33601 -0.009 -0.183 -0.009
N -1.61549 -2.70591 1.56757 0.036 0.265 -0.220
S -3.46565 -3.64769 3.06907 0.067 0.171 0.034
H 3.19892 -1.58889 0.39290 0.024 0.052 -0.015
C 3.04508 0.77439 -2.05386 -0.029 -0.096 0.063
N -0.37938 -3.62640 -0.74307 -0.050 0.295 -0.064
C 0.81623 3.47850 -0.93806 0.006 -0.007 -0.027
H -2.02970 -0.92421 -1.82513 -0.076 -0.098 -0.102
C 2.95566 3.33269 0.14157 -0.002 0.084 0.031
C 0.33553 -4.23158 -1.65540 -0.085 -0.108 -0.049
H 1.25428 -1.12370 3.76900 -0.034 0.035 0.031
C 3.50817 -0.76110 -0.23355 -0.014 -0.024 0.065
C 2.71184 4.88313 -1.82912 -0.039 -0.149 0.063
H 3.04513 2.06788 1.88491 -0.005 0.051 -0.066
C 0.97180 0.16237 -2.51741 -0.036 -0.031 -0.044
O 1.02362 1.39421 3.50385 0.099 0.014 0.051
H -1.88305 -0.43244 2.83469 0.101 0.132 -0.043
N 1.33344 -0.62991 -1.53007 -0.051 0.017 0.400
H 0.17071 3.89153 -1.70725 0.021 0.019 0.055
O -1.43498 -1.44849 -2.38881 0.036 0.148 0.068
C -2.37464 -2.37668 2.58985 -0.046 -0.328 0.114
H -1.83051 -2.32684 -2.40666 0.021 -0.014 -0.020
O -4.02284 0.44907 1.48963 -0.065 -0.091 -0.004
Ru -0.12375 -1.43865 0.15026 0.877 -0.802 1.344
O -5.44201 2.71713 -0.35284 0.088 -0.047 -0.044
H 1.87714 1.71558 -3.58442 -0.044 0.042 -0.038
C -1.10408 -4.52308 0.02378 0.182 -0.007 -0.080
O -3.60387 4.12252 -1.25580 0.199 -0.068 -0.084
C 2.43689 2.45825 1.07656 -0.011 -0.022 0.055
C 2.64885 -0.26157 -1.20839 -0.134 0.055 -0.107
N 0.90012 -0.44056 1.78721 -1.137 0.041 -0.754
C 1.09369 2.10557 0.99646 -0.040 -0.017 -0.029
C 1.63582 -1.23016 2.75686 0.187 -0.150 -0.127
O 1.35595 -2.89376 1.09035 -0.453 0.065 -0.496
S 0.41900 1.05859 2.24773 0.508 -0.045 0.010
C 4.29521 1.37285 -1.95283 0.033 -0.005 -0.141
O -1.01579 1.13823 2.13029 -0.257 -0.109 -0.164
F -3.98522 5.17755 1.24654 -0.009 -0.038 0.095
C -1.88104 -3.99800 1.13790 0.018 0.171 0.054
H 3.37033 4.40626 -2.56177 -0.010 0.035 0.005
C -2.84297 -4.64816 1.81676 -0.131 -0.181 0.049
H 2.69762 -0.95515 2.76855 -0.024 0.184 0.088
H -3.11206 -0.98655 3.84427 -0.012 -0.036 0.021
H 6.11063 1.33850 -0.84078 -0.022 -0.015 -0.001
S -3.46493 0.48362 0.17669 0.153 0.229 -0.176
H 3.30314 5.62958 -1.29846 0.008 0.007 -0.037
N -3.05307 1.87196 -0.41328 -0.301 -0.163 -0.009
C 1.61691 -2.69838 2.34405 0.161 0.307 0.528
C -3.77817 3.86311 1.33402 0.088 0.013 -0.098
O -2.33057 -0.41428 -0.09270 0.155 0.098 0.023
H -1.39892 -6.69152 0.11505 0.042 0.073 0.003
H 4.00060 3.62032 0.19371 -0.069 0.018 0.052
C 4.74542 -0.15866 -0.11830 -0.012 0.003 -0.033
H -3.21843 -5.64680 1.65958 0.018 0.085 -0.022
H -0.77293 2.33092 -0.04016 -0.001 -0.023 -0.028
C 5.13069 0.89457 -0.96366 0.022 -0.024 -0.056
H 5.44020 -0.50521 0.63606 -0.023 -0.017 -0.019
F -5.97283 -0.29886 -0.40622 0.005 0.223 0.072
N -2.30549 -1.23316 3.29424 0.012 -0.001 -0.197
N 1.12072 -3.58761 -2.55238 -0.232 -0.080 0.148
H 0.00213 0.13114 -2.99271 0.092 0.023 0.025
S -4.06632 3.12254 -0.34997 -0.227 -0.106 0.102
F -4.41885 -1.58775 -1.15598 -0.067 0.283 0.065
C 2.14821 3.87114 -0.86325 -0.032 0.084 -0.016
H 1.31364 -2.61663 -2.35320 0.064 0.053 -0.031
N 1.95443 1.00211 -2.88192 0.116 0.010 0.026
O 1.90742 -3.53068 3.18191 -0.080 -0.141 -0.444
C -4.77507 -0.29533 -0.94801 0.294 -0.380 -0.089
H 1.91412 5.39514 -2.36591 0.033 -0.003 -0.021
F -2.52484 3.64905 1.73260 -0.074 0.092 0.003
H 4.59781 2.17793 -2.61173 -0.005 -0.030 0.044
C 0.27818 2.59016 -0.01391 0.032 0.050 0.112
F -4.61441 3.35753 2.23011 0.054 -0.031 0.024
H 1.80066 -4.11122 -3.07155 0.062 -0.002 0.023
S 0.12316 -5.95083 -1.66724 0.050 0.114 -0.042
```
Positions in Å, forces in eV/Å.

## Properties
Multiplicity: 6
LUMO energy (alpha / beta) in eV: -0.065 / -2.267
Expectation value of S²: 8.7609
E_tot in eV: -128672.37524
E_HOMO (alpha / beta) in eV: -8.407 / -8.397